w.
Below is an isolated ion of composition C6H14NO and charge +1, with properties calculated with the ωB97M-V functional and the def2-TZVPD basis.

Each line ends with the Mulliken charge.
Cartesian coordinates (Å):
C  0.03953  1.72124  0.39241  -1.459
C  -2.40055  0.00211  -0.17765  -1.469
C  2.57189  0.17254  -0.45140  -0.890
C  0.11868  0.30015  -0.13186  -0.174
C  -1.03003  -1.92516  -0.15060  -0.377
C  -1.05831  -0.56614  0.36566  0.529
N  1.42466  -0.34216  0.33410  0.354
O  1.42711  -1.67118  0.25114  -0.658
H  -0.01379  1.73616  1.48013  0.408
H  0.89446  2.31319  0.07956  0.399
H  -0.83758  2.22384  0.00085  0.404
H  -2.34506  0.17062  -1.24975  0.401
H  -3.22004  -0.68358  0.02926  0.451
H  -2.61475  0.94137  0.33158  0.395
H  2.65095  1.25499  -0.39367  0.343
H  2.45051  -0.15286  -1.48442  0.342
H  3.48004  -0.28324  -0.05907  0.375
H  0.14527  0.27913  -1.22581  0.261
H  1.55107  -0.05320  1.32307  0.442
H  -1.26338  -2.76740  0.48030  0.319
H  -0.88005  -2.11334  -1.20324  0.290
H  -1.09060  -0.55707  1.45943  0.315

Results
E_HOMO (spin up / spin down): -14.100 / -14.102 eV
E_LUMO (spin up / spin down): -5.91 / -5.91 eV
Net charge: +1


x.
Below is an isolated ion of composition C6H14NO and charge +1, with properties calculated with the ωB97M-V functional and the def2-TZVPD basis.

Each line ends with the Mulliken charge.
Cartesian coordinates (Å):
C  -1.35886  2.49220  0.50641  -0.679
N  -1.29688  1.31304  -0.33949  0.676
O  -1.41910  1.26674  -1.50135  -0.339
C  -1.00683  0.08677  0.27792  -1.205
C  0.41000  -0.67138  -0.11483  1.551
C  0.22161  -2.06702  0.61187  -1.693
C  0.75613  -0.92408  -1.54858  -1.282
C  1.57786  0.10170  0.49977  -1.933
H  -2.17937  3.09668  0.25960  0.322
H  -0.41587  2.91632  0.13895  0.374
H  -1.37680  2.35849  1.58031  0.323
H  -1.11474  0.03027  1.33748  0.580
H  -1.63821  -0.62958  -0.15113  0.451
H  0.34524  -2.10609  1.71285  0.403
H  -0.69238  -2.44094  0.27918  0.519
H  1.06422  -2.62079  0.23942  0.447
H  0.33836  -0.12779  -2.32276  0.246
H  1.87320  -1.09766  -1.55279  0.365
H  0.31596  -1.79857  -1.94790  0.440
H  2.04900  0.88350  -0.06138  0.402
H  2.33896  -0.61821  0.75327  0.472
H  1.20850  0.55641  1.34319  0.558

Results
E_HOMO: -15.440 eV
E_LUMO: -6.53 eV
SMILES: C[N+](=O)CC(C)(C)C
Net charge: +1


Name the least stable of them. x.


w.
Below is a 2-piece molecular cluster, C6H14NO overall, with properties calculated with the ωB97M-V functional and the def2-TZVPD basis.

Each line ends with the Mulliken charge.
Cartesian coordinates (Å):
O  1.05166  1.26481  0.01355  -0.463
C  0.01506  1.46261  0.73803  -0.102
C  -1.16888  0.80607  0.40983  -0.407
C  -1.29813  -0.35417  -0.57160  -0.146
C  0.00338  -1.24603  -0.57823  -0.967
C  1.27039  -1.24553  0.26073  -0.190
C  0.89871  -1.66092  1.70121  -1.035
N  -0.38914  2.44093  -1.86335  -0.686
H  0.12261  2.10169  1.60319  0.438
H  -2.12555  1.16498  0.73087  0.397
H  -1.48035  -0.01127  -1.59032  0.386
H  -2.12188  -0.98101  -0.20589  0.442
H  0.39985  -1.00372  -1.56109  0.433
H  -0.47184  -2.23167  -0.70399  0.337
H  1.87451  -0.29408  0.37784  0.309
H  1.75433  -2.08766  -0.27019  0.397
H  1.09874  -2.69663  1.96972  0.329
H  1.38900  -0.99064  2.47585  0.270
H  -0.16323  -1.40137  1.74281  0.284
H  -1.16644  2.37021  -1.23486  0.343
H  0.14322  2.46844  -0.92374  0.272
H  0.36398  2.12496  -2.52037  0.360

Results
E_HOMO: -13.813 eV
E_LUMO: -8.66 eV
Net charge: +1


x.
Below is a 2-piece molecular cluster, C6H14NO overall, with properties calculated with the ωB97M-V functional and the def2-TZVPD basis.

Each line ends with the Mulliken charge.
Cartesian coordinates (Å):
C  0.86698  -0.63443  -3.44749  -1.148
C  1.29981  -0.35204  -2.03616  -0.084
C  1.01621  0.81660  -1.43565  -0.067
N  1.31991  1.01767  -0.00747  -0.184
H  0.38914  0.24604  -3.90001  0.319
H  1.74227  -0.90402  -4.05757  0.328
H  0.19960  -1.47155  -3.45504  0.319
H  1.84329  -1.13872  -1.46024  0.247
H  0.45592  1.65110  -1.86638  0.336
H  1.79434  0.21817  0.38709  0.372
H  1.86203  1.86791  0.19878  0.377
H  0.38672  1.08846  0.49579  0.105
C  -1.56180  1.12355  1.39276  -1.332
C  -1.17124  0.10305  2.19724  1.029
O  -0.58380  0.37371  3.41214  -0.507
C  -1.36138  -1.36296  1.91234  -1.206
H  -2.12407  0.86904  0.48343  0.329
H  -1.55987  2.16218  1.75783  0.357
H  -0.60902  -0.43929  3.95476  0.349
H  -1.81279  -1.51280  0.87460  0.283
H  -0.37872  -1.88961  1.96348  0.350
H  -2.01352  -1.83206  2.63578  0.428

Results
E_HOMO: -12.873 eV
E_LUMO: -3.14 eV
Net charge: +1


Name the least stable of them. w.